*i*
Density functional theory data (ωB97M-V/def2-TZVPD) for a cluster of 2 separate species, C3H12NO in total.

The orbital gap (alpha / beta) is 12.1900 / 5.5313 eV. As for the highest occupied orbital energy (alpha / beta): -20.3524 / -20.3503 eV.

The geometry in ORCA input format:
```
! wB97M-V def2-TZVPD RIJCOSX def2/J DEFGRID3
* xyz 2 2
C -0.62 0.69 0.82
C -1.62 1.74 1.21
N -1.17 -0.23 -0.29
H 0.33 1.07 0.42
H -0.29 0.07 1.63
H -1.64 1.96 2.28
H -2.62 1.28 1.14
H -2.12 0.02 -0.56
H -0.51 -0.17 -1.07
H -1.08 -1.21 -0.03
H -1.49 2.66 0.64
C 1.99 -1.59 -1.23
O 1.89 -0.72 -0.17
H 2.72 -0.19 -0.14
H 2.96 -2.16 -1.15
H 2.18 -1.02 -2.19
H 1.09 -2.20 -1.30
*
```

Charges per atom according to natural (NBO) partitioning, unit e:
1. C -0.20
2. C -0.66
3. N -0.68
4. H 0.20
5. H 0.24
6. H 0.29
7. H 0.23
8. H 0.47
9. H 0.42
10. H 0.44
11. H 0.26
12. C -0.31
13. O -0.24
14. H 0.55
15. H 0.37
16. H 0.36
17. H 0.25


*ii*
Density functional theory data (ωB97M-V/def2-TZVPD) for a cluster of 2 separate species, C3H12NO in total.

The orbital gap (alpha / beta) is 11.5981 / 5.0394 eV. As for the highest occupied orbital energy (alpha / beta): -19.8463 / -19.8459 eV.

The geometry in ORCA input format:
```
! wB97M-V def2-TZVPD RIJCOSX def2/J DEFGRID3
* xyz 2 2
C -1.51 -0.87 0.51
C -1.70 -1.94 -0.54
N -0.08 -0.88 1.06
H -1.77 0.13 0.17
H -2.23 -0.93 1.32
H -1.02 -1.76 -1.39
H -2.64 -1.78 -1.06
H -0.10 -0.77 2.07
H 0.31 -1.78 0.76
H 0.48 -0.13 0.64
H -1.44 -2.93 -0.19
C 2.25 2.42 -0.38
O 1.33 1.38 -0.50
H 0.62 1.80 -1.04
H 2.56 2.62 -1.46
H 3.17 2.09 0.10
H 1.75 3.35 -0.05
*
```

Charges per atom according to natural (NBO) partitioning, unit e:
1. C -0.24
2. C -0.65
3. N -0.68
4. H 0.22
5. H 0.26
6. H 0.22
7. H 0.29
8. H 0.46
9. H 0.46
10. H 0.42
11. H 0.25
12. C -0.29
13. O -0.26
14. H 0.54
15. H 0.39
16. H 0.29
17. H 0.34


The computed energies, referenced to the most stable structure and given in eV, are *i* 0.170; *ii* 0.000.